[1]
C56H52F6N3O4STeTi | ωB97M-V/def2-TZVPD

Properties
HOMO-LUMO gap (eV): 5.91
E_LUMO (eV): 1.193
Highest occupied orbital energy (hartree): -0.17342
Electronic energy (eV): -129127.0503

Geometry as ORCA input:
```
! wB97M-V def2-TZVPD RIJCOSX def2/J DEFGRID3
* xyz -1 1
C 1.482 4.271 2.260
H -6.557 -2.109 -0.102
C -1.904 -2.742 -6.359
H -3.892 -0.893 0.371
H 1.390 -2.361 -5.742
H 4.748 4.785 -2.095
C -2.405 -2.317 -5.141
N -0.609 1.471 3.108
C -1.542 -1.896 -4.147
H 1.040 1.353 5.996
C -2.438 -3.844 -0.719
C -1.466 1.072 -5.059
Ti -0.193 0.647 -0.958
C 5.332 1.500 -2.575
H -6.381 0.784 -4.210
C 4.189 -1.419 -4.867
C 4.676 3.712 -1.971
C 2.646 1.282 0.167
H 2.993 -2.933 -3.979
C 0.204 1.299 5.320
H 3.175 -4.386 -2.163
H 1.445 1.034 -3.772
H 3.191 3.880 -0.458
H -1.000 1.758 -5.767
H -2.575 -3.054 -7.148
S -3.076 1.206 2.308
H 6.157 3.272 -3.460
C 3.215 -3.498 -1.549
H -1.416 -5.021 0.769
H -0.716 0.358 -4.737
F -3.642 3.991 1.356
O 0.197 -0.518 -2.332
C 2.068 -1.007 -3.779
C 2.561 2.329 1.299
H 4.312 -0.083 -1.607
C 3.662 1.820 -0.858
C -1.086 1.035 5.775
H 4.026 3.243 4.220
C 3.179 -1.268 0.003
H -5.371 -2.649 -1.270
F -2.591 4.024 -0.850
H -6.746 0.117 0.165
C 2.212 0.340 -4.087
H 1.370 1.683 3.539
H -1.277 0.867 6.821
C -0.167 -1.902 -4.332
H -3.472 -2.294 -4.970
C -4.306 1.185 -3.916
Te -2.025 2.946 0.760
H 3.389 1.852 -5.035
C -5.490 -2.199 -0.290
H 0.902 3.335 0.418
C -0.854 2.446 -3.080
F -0.928 4.607 0.649
C 0.328 -2.348 -5.552
H -0.102 -3.058 1.596
H -0.240 1.674 -2.581
F -1.636 3.716 2.694
H -5.372 1.148 0.553
C 0.404 1.501 3.978
O -0.394 1.665 1.851
N -2.089 -0.170 -1.234
H 5.923 0.817 -3.170
C 0.925 -2.817 -2.346
F -0.281 -0.648 0.703
H -3.132 0.783 5.168
C -0.535 -2.751 -6.558
H 5.266 -3.751 -0.972
C -2.020 1.837 -3.847
H 5.155 0.273 -5.758
C 3.313 0.802 -4.786
C -3.137 1.022 -3.167
H -5.786 -0.191 1.615
C -2.120 0.999 4.871
H 1.046 -3.672 -3.014
C -5.739 0.129 0.576
C 3.130 -0.046 0.855
H 0.709 5.018 2.194
C 2.346 4.243 3.342
H -2.965 -4.695 -1.126
C -0.832 -2.958 0.805
H 4.954 -2.124 -5.170
C -5.609 -0.050 -2.385
F -3.523 1.986 -0.210
H 5.258 -1.669 0.397
H -6.571 -0.417 -2.060
C -4.502 -0.234 -1.579
N 2.076 -1.616 -0.638
C 0.748 -1.480 -3.157
C -1.052 -1.729 0.239
H -1.921 -1.493 -3.230
H -3.363 -2.492 -2.065
H 2.260 4.969 4.139
C -1.887 1.237 3.515
C 4.427 0.985 -1.661
H 0.007 -2.949 -1.774
C -3.207 0.201 -2.007
C -4.812 -0.815 -0.206
H 4.121 0.112 1.276
O 1.448 1.087 -0.485
C 3.792 3.196 -1.040
C -5.515 0.623 -3.584
H -1.215 3.149 -2.332
C 5.463 2.867 -2.735
C 4.302 -0.079 -5.193
C 4.372 -3.150 -0.875
C 3.336 3.279 3.387
C 2.103 -2.665 -1.449
C -2.661 -2.598 -1.255
C 4.365 -2.000 -0.109
H -4.265 1.781 -4.818
H -5.087 -2.892 0.445
C -1.987 -1.435 -0.783
H -0.130 -3.065 -7.511
O -0.895 2.143 -0.434
H 4.264 1.637 2.449
C 3.075 -1.879 -4.186
C 3.455 2.346 2.369
H 2.424 -0.222 1.671
C -1.549 -4.046 0.331
H -2.554 2.713 -4.238
H -2.254 0.524 -5.572
H -0.219 2.991 -3.783
C 1.590 3.324 1.252
*
```

=====

[2]
C45H65N9O6 | ωB97M-V/def2-TZVPD

Properties
HOMO-LUMO gap (eV): 10.03
SMILES string: O=C1OCCO1.O=C1OCCO1.c1ccncc1.c1ccncc1.c1ccncc1.CCCC#N.CCCC#N.CCCC#N.CCCC#N.CCCC#N.CCCC#N
E_LUMO (eV): 0.071
Relative energy (zero: lowest compared OMol25 entry of this formula, charge and spin) (kJ/mol): 0.0
Highest occupied orbital energy (hartree): -0.36600
Electronic energy (eV): -73412.1668

Geometry as ORCA input:
```
! wB97M-V def2-TZVPD RIJCOSX def2/J DEFGRID3
* xyz 0 1
H 9.918 -11.148 21.516
C 17.045 -13.581 26.569
H 10.536 -8.306 25.946
H 9.129 -9.726 19.303
C 15.419 -11.746 26.034
H 10.902 -6.584 25.573
C 16.334 -7.855 26.699
C 7.082 -12.163 25.668
H 8.381 -10.733 26.706
C 12.628 -8.428 22.029
C 6.273 -11.312 23.585
H 14.437 -11.444 25.660
H 17.106 -7.925 21.426
C 13.968 -3.265 20.650
C 10.954 -14.013 26.394
C 16.207 -10.970 19.684
H 8.166 -11.082 21.204
H 13.269 -11.077 20.423
H 17.757 -9.774 20.263
H 17.206 -7.611 26.088
C 16.226 -8.400 21.866
H 9.968 -14.063 26.866
O 11.305 -6.272 29.516
C 15.248 -7.797 25.675
C 13.186 -12.125 20.686
N 13.092 -8.482 18.525
N 13.628 -12.430 21.915
N 17.793 -12.504 28.813
H 10.139 -13.246 20.369
C 17.506 -12.992 27.818
C 16.435 -9.914 21.948
H 9.291 -13.145 24.468
H 15.506 -10.449 22.149
H 10.198 -4.040 20.804
C 13.119 -14.724 21.519
H 11.797 -5.881 20.040
H 15.644 -11.124 26.905
C 16.078 -6.900 27.870
H 14.426 -10.036 15.844
C 9.150 -12.940 20.731
H 10.906 -11.906 25.950
N 7.387 -14.089 19.161
H 10.196 -11.987 23.594
C 12.662 -14.387 20.244
C 9.383 -10.772 19.460
C 14.694 -7.103 28.516
H 7.011 -9.327 23.117
C 10.793 -6.614 28.508
H 8.663 -7.976 27.046
H 8.934 -11.376 18.667
H 10.331 -9.039 16.690
H 10.708 -13.687 23.468
H 12.257 -15.181 19.629
C 10.479 -8.280 22.863
H 17.872 -11.292 20.990
H 16.240 -5.849 27.633
H 11.178 -8.062 18.884
H 13.240 -9.531 23.788
H 9.126 -13.499 21.670
H 12.024 -10.436 22.877
N 14.438 -7.728 24.862
O 11.485 -7.138 27.448
H 17.719 -13.332 25.743
C 8.130 -13.563 19.861
C 6.988 -10.132 23.843
H 13.897 -13.853 23.322
C 13.968 -8.968 17.626
C 11.227 -4.112 21.156
O 9.348 -7.942 22.979
H 12.173 -12.709 25.148
H 15.431 -8.109 21.164
C 10.623 -7.298 26.349
H 14.093 -4.916 19.329
H 14.695 -7.622 29.477
C 9.233 -7.059 26.906
H 15.867 -7.874 22.748
N 15.520 -11.352 18.848
O 9.503 -6.462 28.207
H 13.024 -15.749 21.849
O 11.251 -7.984 21.797
C 11.391 -9.010 16.908
N 7.610 -9.936 24.990
H 5.863 -13.297 24.397
C 7.714 -10.937 25.879
C 10.312 -12.924 24.137
C 12.305 -9.671 16.086
C 11.834 -13.913 27.547
H 5.908 -11.558 22.596
C 13.641 -9.647 16.476
H 12.820 -8.796 21.020
H 7.253 -12.958 26.383
H 8.596 -6.317 26.429
H 15.339 -13.809 25.318
C 13.620 -4.617 20.263
H 14.992 -8.823 17.944
C 15.591 -13.230 26.205
H 11.216 -14.986 25.969
H 13.206 -7.533 22.249
H 12.251 -12.858 18.832
O 11.187 -8.946 23.787
C 17.126 -10.545 20.725
H 11.199 -4.687 22.091
H 14.155 -6.171 28.656
H 11.935 -10.218 15.230
N 12.497 -13.910 28.481
C 12.383 -9.434 23.129
H 16.864 -7.116 28.598
H 11.795 -4.379 19.219
C 11.125 -12.844 25.434
C 13.632 -13.712 22.277
C 6.387 -12.353 24.494
C 12.674 -13.059 19.805
H 15.000 -13.585 27.050
H 11.505 -3.106 21.469
H 16.067 -11.223 25.314
C 12.123 -4.850 20.157
C 11.796 -8.601 18.172
H 17.112 -10.063 22.792
N 14.206 -2.171 20.898
H 16.469 -8.879 27.040
C 9.126 -11.428 20.818
H 14.119 -7.791 27.893
H 14.057 -5.154 21.120
H 10.445 -10.811 19.187
H 17.171 -14.667 26.587
*
```

=====

[3]
C37H41N6OS2Zr | ωB97M-V/def2-TZVPD

Properties
HOMO-LUMO gap (eV): 5.62
E_LUMO (eV): -9.331
Highest occupied orbital energy (hartree): -0.54932
Electronic energy (eV): -72951.4033

Geometry as ORCA input:
```
! wB97M-V def2-TZVPD RIJCOSX def2/J DEFGRID3
* xyz 3 1
C 7.354 5.425 0.638
N -4.185 -2.409 1.075
S -0.151 0.657 -1.106
C 4.075 0.289 0.571
C -4.334 -0.559 2.728
N -1.589 0.497 -0.299
N -1.089 -2.401 1.850
C 0.228 -3.024 -0.074
H -3.922 -3.391 1.121
H -3.939 -2.095 -3.950
C -1.478 2.967 -4.128
C 1.197 -3.703 -0.814
H -1.033 0.186 3.146
Zr -2.209 -1.363 0.533
C -0.570 1.282 -2.705
H -2.204 -0.324 4.371
C 1.148 -1.442 1.472
H -0.468 -3.799 -3.778
H 0.948 -3.561 3.280
C 3.228 1.241 2.624
C -1.160 2.535 -2.853
N -0.883 -2.612 -0.673
C 5.310 2.015 1.698
C -1.295 -1.943 3.244
C 5.179 1.118 0.643
H -0.644 2.057 1.378
C 2.016 -0.603 1.533
H 2.607 4.846 1.387
C -1.191 2.166 -5.231
C -1.167 -2.877 -1.970
C -5.210 -2.280 -0.017
H 2.113 -4.038 -0.350
C 0.314 -2.665 1.417
H -2.924 0.827 2.267
C 1.787 2.556 -0.958
C -0.272 0.474 -3.795
N -3.214 -1.966 -1.366
H -4.691 -0.511 -1.183
H -5.571 -3.274 -0.272
C 0.660 2.036 -0.331
C -0.585 0.928 -5.070
C -4.622 -2.026 2.455
N -2.935 -0.183 2.367
C -1.846 -0.509 3.357
H 2.480 1.273 3.406
C 3.098 0.337 1.568
H -3.401 -3.776 -3.795
H 3.982 -0.422 -0.240
C -2.563 -2.473 -2.349
H -0.339 0.327 -5.935
C 0.946 -3.955 -2.148
C 4.326 2.082 2.680
C -4.626 -1.601 -1.277
C 0.919 3.527 1.510
H 4.439 2.776 3.502
H 8.012 5.212 -0.207
H -5.685 -2.224 2.594
H 0.585 3.912 2.464
H 5.953 1.065 -0.112
H -1.954 -2.643 3.759
H -5.209 -1.890 -2.150
H -4.081 -2.663 3.151
H 7.960 5.467 1.542
H -4.992 0.064 2.117
C -3.089 -2.730 -3.714
O 5.313 4.313 0.038
H 0.226 -0.479 -3.652
H 1.675 -4.494 -2.739
C 0.222 2.494 0.901
H -2.313 -2.566 -4.461
H 6.865 6.381 0.462
S 6.765 3.023 1.829
C 6.315 4.345 0.703
H -1.425 2.522 -6.225
H 2.120 2.183 -1.920
C -0.261 -3.553 -2.746
H 0.441 -4.735 2.055
H -6.060 -1.707 0.349
H 3.376 3.983 -0.775
H 2.016 -3.909 1.940
C 0.970 -3.795 2.217
H -4.548 -0.326 3.773
C 2.047 4.058 0.905
C 2.485 3.569 -0.322
H -0.355 -1.955 3.796
H -1.332 3.179 -1.998
H -1.929 3.940 -4.269
H -2.157 1.327 -0.459
*
```

=====

[4]
C41H54AsBr3N5O8PSTi | ωB97M-V/def2-TZVPD

Properties
HOMO-LUMO gap (spin up / spin down) (eV): 3.23 / 5.86
E_LUMO (spin up / spin down) (eV): 3.615 / 3.614
Relative energy (zero: lowest compared OMol25 entry of this formula, charge and spin) (kJ/mol): 115.8
Highest occupied orbital energy (spin up / spin down) (hartree): 0.01423 / -0.08254
Electronic energy (eV): -381436.3163

Geometry as ORCA input:
```
! wB97M-V def2-TZVPD RIJCOSX def2/J DEFGRID3
* xyz -2 3
C -2.467 -1.272 0.475
O -2.949 -2.367 0.742
H 5.249 -3.196 -0.650
Br -2.165 1.986 7.517
H 2.207 7.448 -0.077
C -4.940 1.834 -4.294
N -2.723 0.936 -0.550
H 3.895 2.696 1.962
C 3.039 -3.433 3.155
C -1.215 0.440 3.727
Br -1.345 4.471 2.574
C -4.208 2.722 -5.083
C -1.452 -1.922 5.146
C 2.104 5.991 1.489
O -2.531 3.454 -0.255
H -4.590 1.737 -6.961
C -3.314 3.583 -4.462
C -1.415 2.841 3.540
H -0.348 -1.760 -4.784
H -3.476 3.105 -7.068
C 1.083 3.902 0.949
C -4.379 2.738 -6.581
H -5.209 3.387 -6.876
S -3.424 2.381 -0.599
H -0.307 0.716 -4.823
O 0.149 3.884 -2.557
O -0.158 2.299 -1.023
H -3.589 0.344 1.315
C 0.231 3.456 -1.406
C -1.709 2.935 4.889
H 4.845 -3.745 0.975
H 3.662 -1.748 -1.981
C 1.613 -5.669 -0.795
H -2.679 -1.606 -3.876
H 1.808 4.419 2.911
C -4.740 1.777 -2.925
C -1.064 -1.887 3.832
H 2.526 -5.439 -1.345
H -0.867 -2.788 3.264
H 0.990 -6.299 -1.439
O -1.214 -1.028 0.285
C 4.455 -3.638 -0.037
H 1.028 -6.056 2.136
H 0.793 -0.392 2.305
C -0.579 -4.734 0.064
H 3.413 2.546 -0.699
H -5.305 1.091 -2.306
H 3.493 -1.797 0.406
H 3.179 -4.983 1.660
H -2.588 -2.200 -2.196
C 1.691 4.732 1.882
H -0.586 -5.377 0.945
H 4.251 -4.634 -0.432
Br 2.974 7.121 2.752
C 4.181 1.653 1.807
H 0.735 -3.777 -1.290
H -5.657 1.169 -4.763
O -4.702 2.356 0.085
H 3.756 -2.742 2.704
C 3.458 1.457 -0.590
C -3.391 -0.056 0.315
C -3.803 2.613 -2.328
N 3.388 1.022 0.781
C 0.845 -4.408 -0.403
C -1.673 -0.713 5.830
H 0.544 -4.722 3.187
H 2.836 -3.299 -2.159
C 1.278 5.611 -0.715
C 0.136 -1.787 -3.808
N 1.807 -0.052 2.147
H -2.737 4.279 -5.061
N 1.442 0.279 -0.148
C -1.165 1.609 2.915
H -1.939 -0.705 6.877
C -3.106 3.532 -3.089
H -3.272 -0.605 -2.528
H 1.941 -1.868 -1.630
C 3.221 -2.734 -0.094
C 1.898 6.449 0.198
H 2.265 -2.833 3.640
H 1.193 -1.539 -3.912
C 1.399 -5.282 2.806
H -1.894 3.903 5.329
O -0.874 1.510 1.601
C 2.892 -2.393 -1.549
H 0.724 2.925 1.247
H 4.352 1.081 -1.092
P 1.639 -3.234 0.817
H -1.135 -3.826 0.308
C -1.781 1.785 5.652
H -4.349 -0.380 -0.096
C 2.202 0.816 -1.178
H 1.087 5.937 -1.729
H 4.083 1.110 2.745
C 2.160 0.444 0.978
C -0.965 0.909 -3.974
H -1.576 -2.871 5.655
Ti -0.769 0.860 -0.064
C -2.511 -1.319 -2.837
As -0.742 -0.482 -2.601
H 3.559 -4.012 3.925
C 2.403 -4.360 2.112
H -2.003 0.927 -4.310
N -0.899 -0.742 3.135
H -2.376 4.172 -2.611
H 1.881 -5.778 3.655
C 0.877 4.327 -0.357
C -1.570 0.505 5.119
H 0.043 -2.790 -3.384
H 5.232 1.621 1.514
H -0.707 1.879 -3.553
O 1.989 0.753 -2.367
H 1.889 -6.263 0.080
H -1.123 -5.254 -0.732
H 2.243 0.332 2.970
*
```

=====

[5]
C5H7IN2 | ωB97M-V/def2-TZVPD

Properties
HOMO-LUMO gap (spin up / spin down) (eV): 8.48 / 6.53
E_LUMO (spin up / spin down) (eV): 0.302 / -0.697
Relative energy (zero: lowest compared OMol25 entry of this formula, charge and spin) (kJ/mol): 644.6
Highest occupied orbital energy (spin up / spin down) (hartree): -0.30037 / -0.26556
Electronic energy (eV): -16372.3953

Geometry as ORCA input:
```
! wB97M-V def2-TZVPD RIJCOSX def2/J DEFGRID3
* xyz 0 1
H 0.110 3.184 -0.886
C 0.442 2.069 -0.714
C -1.713 -2.062 0.185
H -2.712 -1.733 0.013
N -0.791 0.035 -0.942
C 2.613 1.049 0.434
C -0.775 -0.848 0.268
I 3.336 -0.694 -0.200
H -1.541 -2.886 -0.619
H 0.304 -1.292 0.177
H -1.599 -2.515 1.240
N -0.352 1.151 -0.822
H 1.909 2.904 0.599
C 1.819 1.976 0.103
H -1.052 -0.337 1.165
*
```

=====

F_max? In order: 7.59 2.63 0.96 3.45 4.13 eV/A.